Below is an isolated molecule of C20H21N5O5S2, with properties calculated with ωB97M-V with the def2-TZVPD basis set.

Structure (XYZ):
```
53
Properties=species:S:1:pos:R:3:nbo_charge:R:1
C -7.594 -0.728 1.811 -0.653
C -6.390 -0.296 1.043 0.288
C -6.371 0.888 0.304 -0.338
C -5.194 1.188 -0.357 0.107
N -4.130 0.402 -0.313 -0.511
C -4.256 -0.713 0.397 0.558
N -3.156 -1.519 0.442 -0.847
S -2.043 -1.443 -0.836 2.325
O -2.722 -1.543 -2.089 -0.910
O -1.069 -2.443 -0.507 -0.949
C -1.317 0.166 -0.627 -0.352
C -0.545 0.380 0.497 -0.116
C 0.106 1.588 0.650 -0.253
C -0.003 2.570 -0.336 0.181
N 0.741 3.750 -0.232 -0.627
C 2.065 3.845 0.116 0.668
O 2.589 4.914 0.320 -0.567
C 2.772 2.526 0.156 -0.117
C 2.722 1.698 -0.965 -0.200
C 3.279 0.435 -0.911 -0.122
C 3.872 0.006 0.261 -0.339
S 4.409 -1.706 0.327 2.312
O 5.382 -1.936 -0.699 -0.934
O 4.762 -2.021 1.684 -0.940
N 2.971 -2.427 -0.148 -0.672
C 1.975 -2.434 0.897 -0.433
C 3.090 -3.664 -0.883 -0.421
C 3.989 0.840 1.355 -0.178
C 3.449 2.115 1.298 -0.194
C -0.842 2.360 -1.431 -0.250
C -1.493 1.149 -1.580 -0.135
N -5.330 -1.091 1.083 -0.498
H -7.876 0.040 2.530 0.229
H -7.382 -1.655 2.334 0.238
H -8.432 -0.879 1.134 0.231
H -7.231 1.534 0.257 0.225
H -5.080 2.090 -0.945 0.197
H -3.269 -2.401 0.917 0.438
H -0.457 -0.403 1.232 0.230
H 0.706 1.775 1.526 0.232
H 0.291 4.621 -0.486 0.417
H 2.241 2.040 -1.868 0.225
H 3.241 -0.237 -1.753 0.235
H 1.999 -1.462 1.387 0.205
H 2.176 -3.209 1.644 0.192
H 0.992 -2.595 0.451 0.238
H 3.942 -3.565 -1.552 0.237
H 3.250 -4.524 -0.222 0.183
H 2.177 -3.818 -1.459 0.212
H 4.483 0.470 2.240 0.248
H 3.519 2.783 2.144 0.234
H -0.956 3.137 -2.172 0.223
H -2.129 0.943 -2.424 0.249
```

Output
E_HOMO, Eh: -0.340
LUMO energy, eV: -0.03
Gap between HOMO and LUMO, eV: 9.22
Molar mass, g/mol: 475.552
Energy relative to the best compared isomer or geometry (same formula, charge and spin), eV: 0.5861
Net charge: 0
E_tot, eV: -60439.23183
Multiplicity: 1
SMILES: Cc1ccnc(NS(=O)(=O)c2ccc(NC(=O)c3ccc(S(=O)(=O)N(C)C)cc3)cc2)n1



Below is a structure of composition C20H21N6PdS, with properties calculated with ωB97M-V with the def2-TZVPD basis set.

Structure (XYZ):
```
49
Properties=species:S:1:pos:R:3:nbo_charge:R:1
Pd 0.347 -0.835 0.867 0.786
C -0.891 3.536 -2.409 -0.227
C -0.221 3.966 -1.273 -0.185
C -0.096 3.133 -0.171 -0.266
C -0.644 1.853 -0.194 0.216
C -1.296 1.416 -1.346 -0.263
C -1.426 2.254 -2.442 -0.212
N -0.536 0.972 0.911 -0.578
C -0.907 1.317 2.147 0.237
C -1.594 2.507 2.511 -0.287
C -1.979 2.698 3.805 -0.110
C -1.721 1.739 4.825 -0.253
C -1.077 0.586 4.529 -0.167
C -0.659 0.363 3.194 0.057
N -0.028 -0.751 2.764 -0.112
N 0.237 -1.741 3.506 -0.237
C 0.874 -2.765 2.825 0.313
C 1.169 -3.946 3.488 -0.223
C 1.792 -4.970 2.801 -0.122
C 2.141 -4.784 1.472 -0.253
C 1.835 -3.578 0.874 0.076
N 1.202 -2.597 1.517 -0.484
H -0.999 4.197 -3.259 0.223
H 0.214 4.957 -1.246 0.224
H 0.449 3.461 0.706 0.227
H -1.728 0.423 -1.341 0.221
H -1.960 1.913 -3.321 0.213
H -1.839 3.239 1.755 0.236
H -2.509 3.607 4.059 0.228
H -2.056 1.924 5.836 0.231
H -0.883 -0.167 5.279 0.241
H 0.889 -4.034 4.528 0.250
H 2.015 -5.906 3.295 0.239
H 2.640 -5.557 0.906 0.242
H 2.104 -3.376 -0.154 0.230
C 2.053 0.882 -4.300 -0.441
N 1.746 0.219 -3.044 -0.551
C 0.697 -0.574 -2.839 0.393
S 0.616 -1.526 -1.407 -0.320
N -0.228 -0.652 -3.786 -0.557
C -1.418 -1.495 -3.765 -0.422
H 2.970 1.449 -4.179 0.243
H 1.260 1.580 -4.579 0.213
H 2.196 0.156 -5.104 0.209
H 2.437 0.213 -2.312 0.429
H -0.037 -0.182 -4.658 0.410
H -1.609 -1.819 -2.747 0.243
H -1.276 -2.375 -4.390 0.218
H -2.268 -0.925 -4.132 0.218
```

Output
E_HOMO (alpha / beta), Eh: -0.367 / -0.367
LUMO energy (alpha / beta), eV: -4.17 / -4.17
Gap between HOMO and LUMO (alpha / beta), eV: 5.82 / 5.83
Molar mass, g/mol: 483.917
Energy relative to the best compared isomer or geometry (same formula, charge and spin), eV: 0.1542
Net charge: +1
E_tot, eV: -44331.38103
Multiplicity: 1